This record from OMol25 describes a 2-piece molecular cluster, CH3IOS2 overall at a distorted geometry. The level of theory is ωB97M-V/def2-TZVPD.

Structure (XYZ):
```
8
Properties=species:S:1:pos:R:3:forces:R:3
C 0.1327 0.6115 0.2701 -0.07 -1.62 0.74
O -2.4546 0.8832 1.4908 0.40 -0.72 1.41
S 0.1555 -0.2940 1.9430 -0.87 0.66 -0.27
S -1.7539 0.1679 2.5970 0.56 0.15 -1.87
I -0.7730 -3.6503 2.2959 -0.04 0.72 -0.05
H 0.6947 1.5654 0.4039 -0.23 -0.96 -0.28
H -0.9793 0.8196 0.1601 1.49 -0.39 -0.61
H 0.6382 -0.2263 -0.3878 -1.25 2.17 0.92
```
Forces are in eV/Å.

## Properties
highest occupied orbital energy (alpha / beta) = -7.99 / -7.78 eV
energy above the lowest of the compared OMol25 structures with the same formula, charge and spin = 58.0 kcal per mole

Here are the natural (NBO) charges for atoms 1 to 6, given in e: C -0.73; O -0.82; S 0.25; S 1.00; I -0.50; H 0.25



This record from OMol25 describes C49H36LaN2O4P2S2 as an isolated structure at a distorted geometry. The level of theory is ωB97M-V/def2-TZVPD.

Structure (XYZ):
```
96
Properties=species:S:1:pos:R:3:forces:R:3
La -1.3050 1.0532 -0.6825 -1.31 1.33 4.13
C -0.8262 0.4136 4.0159 0.88 -0.54 -1.28
C -0.7061 0.4489 2.6349 0.76 -0.62 1.58
N -1.5431 1.1170 1.8380 -0.02 -0.03 -0.88
C -2.5513 1.8073 2.4012 -1.36 1.05 0.14
C -2.7580 1.8330 3.8043 0.66 -0.48 -0.17
C -1.8557 1.1059 4.6134 -0.95 0.65 0.50
C -3.8374 2.5565 4.3538 -0.64 0.47 -0.41
C -4.7251 3.2174 3.5483 0.23 -0.17 0.51
C -4.5508 3.2325 2.1512 -0.49 0.37 -0.53
C -5.4384 3.9168 1.2907 0.46 -0.33 0.36
C -5.1923 3.9343 -0.0554 -0.13 0.10 -0.17
C -4.0580 3.2737 -0.5506 0.23 -0.10 0.24
N -3.2259 2.6030 0.2286 -0.14 0.28 -1.19
C -3.4510 2.5556 1.5542 0.32 -0.39 1.80
H -0.1222 -0.1576 4.6021 0.13 -0.06 -0.01
H 0.1017 -0.0748 2.1403 0.10 -0.02 0.07
H -1.9836 1.1136 5.6862 -0.04 0.00 0.10
H -3.9477 2.5750 5.4278 -0.06 -0.03 0.14
H -5.5636 3.7477 3.9761 -0.11 0.09 0.03
H -6.2967 4.4241 1.7121 -0.05 0.04 0.04
H -5.8521 4.4474 -0.7386 -0.01 0.04 -0.07
H -3.8079 3.2975 -1.6097 -0.14 -0.09 0.22
O -3.7384 -0.1795 0.2853 -0.05 -2.71 -0.43
C -3.6125 -1.3428 0.0824 -0.54 3.81 0.69
C -3.3862 -2.6406 0.0287 0.80 -2.23 -0.20
C -4.4212 -3.6486 -0.0589 -0.19 0.69 0.06
C -4.1129 -4.9706 -0.0215 0.12 -0.24 0.01
C -2.7781 -5.4120 0.0605 -0.12 -0.04 -0.03
C -1.7621 -4.4740 0.0396 -0.02 0.19 0.11
C -2.0028 -3.1118 0.0226 -0.60 0.16 -0.08
P -0.6362 -1.9294 -0.1527 0.68 -1.13 0.31
C 0.4245 -2.4634 1.2520 -0.10 0.22 0.02
C -0.1037 -3.0979 2.3721 -0.04 0.02 -0.16
C 0.7183 -3.4577 3.4254 0.07 -0.07 0.15
C 2.0738 -3.1759 3.3823 0.02 0.01 0.05
C 2.6020 -2.5056 2.2904 0.12 0.00 0.03
C 1.7808 -2.1459 1.2390 -0.09 0.03 -0.18
C 0.1925 -2.7612 -1.5651 -0.13 0.07 -0.11
C 1.2360 -3.6776 -1.4659 -0.03 0.13 0.11
C 1.7061 -4.3161 -2.6009 0.17 -0.12 -0.02
C 1.1465 -4.0536 -3.8390 -0.06 -0.02 -0.07
C 0.0846 -3.1677 -3.9373 -0.03 -0.13 -0.09
C -0.3947 -2.5312 -2.8087 0.03 -0.04 0.06
H -5.4427 -3.3138 -0.1499 -0.13 -0.05 0.04
H -4.9097 -5.7030 -0.0659 -0.03 0.06 -0.01
H -2.5453 -6.4658 0.1004 -0.02 -0.04 -0.03
H -0.7299 -4.8005 0.0458 0.01 -0.05 -0.04
H -1.1608 -3.3197 2.4103 -0.02 -0.02 0.07
H 0.3019 -3.9650 4.2849 -0.05 -0.01 0.04
H 2.7189 -3.4720 4.1976 0.02 0.00 0.07
H 3.6547 -2.2624 2.2543 0.07 0.03 -0.01
H 2.1846 -1.6085 0.3900 0.08 -0.11 0.09
H 1.6928 -3.9036 -0.5105 -0.04 0.03 -0.01
H 2.5120 -5.0320 -2.5092 0.08 -0.01 -0.01
H 1.5309 -4.5438 -4.7244 -0.01 -0.03 -0.02
H -0.3847 -2.9805 -4.8913 -0.02 0.12 -0.09
H -1.2279 -1.8491 -2.8986 0.04 -0.26 0.01
C 6.3657 1.2715 1.2218 0.07 0.03 0.03
C 5.3158 1.0913 2.1086 0.13 0.01 0.15
C 4.0208 0.9723 1.6369 -0.10 -0.04 -0.05
C 3.7551 1.0393 0.2718 -0.27 -0.30 0.22
C 4.8165 1.2242 -0.6096 -0.18 -0.02 -0.08
C 6.1112 1.3410 -0.1380 0.12 0.01 0.00
P 1.9865 0.9813 -0.2599 0.74 0.82 -0.56
C 2.2651 0.6857 -2.0523 -0.02 0.09 0.09
C 2.6978 -0.5737 -2.4587 -0.04 0.08 0.11
C 2.8518 -0.8655 -3.7997 0.10 -0.13 -0.05
C 2.5893 0.1069 -4.7474 -0.03 0.08 -0.15
C 2.1640 1.3645 -4.3521 0.03 0.03 -0.12
C 1.9910 1.6532 -3.0118 0.16 0.02 0.15
C 1.5708 2.7685 -0.2119 -0.39 -0.26 0.24
C 2.4994 3.7874 -0.0180 0.12 -0.08 -0.05
C 2.0592 5.0960 0.0587 0.15 0.02 -0.01
C 0.7097 5.3678 -0.0945 -0.25 0.14 -0.03
C -0.1985 4.3444 -0.3323 0.13 -0.08 0.06
C 0.1850 2.9939 -0.3603 1.03 1.10 -0.11
H 7.3786 1.3663 1.5883 0.05 0.00 0.04
H 5.5113 1.0478 3.1717 -0.01 -0.01 0.06
H 3.1987 0.8397 2.3296 -0.04 -0.02 0.07
H 4.6231 1.2889 -1.6706 0.00 0.00 -0.06
H 6.9220 1.4945 -0.8382 0.04 0.00 -0.01
H 2.9205 -1.3387 -1.7269 -0.01 -0.08 0.09
H 3.1640 -1.8550 -4.1078 0.03 -0.02 0.03
H 2.7078 -0.1243 -5.7951 -0.02 0.01 -0.15
H 1.9461 2.1263 -5.0864 -0.05 0.02 -0.10
H 1.6149 2.6229 -2.7112 0.01 -0.01 -0.01
H 3.5576 3.5735 0.0653 0.04 -0.02 0.07
H 2.7695 5.8978 0.2256 -0.02 0.01 0.01
H 0.3669 6.3923 -0.0252 -0.06 0.10 -0.04
H -1.2419 4.6039 -0.4908 -0.02 0.04 0.06
O -0.4571 0.3525 -2.5928 0.98 -1.21 -2.29
S -1.7812 0.5262 -3.2880 -0.70 0.23 -2.83
O -2.7727 -0.0704 -2.3496 -0.21 -0.48 -0.19
O -1.8121 -0.0330 -4.6151 0.13 -0.29 0.17
S -2.0883 2.4780 -3.2423 0.06 0.40 -0.21
```
Forces are in eV/Å.

## Properties
total charge = -1
highest occupied orbital energy (alpha / beta) = -4.61 / -2.00 eV
energy above the lowest of the compared OMol25 structures with the same formula, charge and spin = 50.7 kcal per mole

Here are the Mulliken charges for atoms 1 to 6, given in e: La 1.27; C -1.24; C -0.94; N 0.76; C -0.56; C 1.53



This record from OMol25 describes a 2-piece molecular cluster, C2H8NO overall at a distorted geometry. The level of theory is ωB97M-V/def2-TZVPD.

Structure (XYZ):
```
12
Properties=species:S:1:pos:R:3:forces:R:3
O -2.3030 0.0598 -0.2041 -0.36 0.14 0.11
H -0.6028 0.2894 -0.1633 -0.20 -0.24 0.70
H -2.9590 -0.0219 -0.9086 0.18 -0.02 -0.08
H -2.8226 0.3194 0.5699 0.12 -0.07 -0.07
C 1.0814 -0.9754 -0.5309 0.12 0.59 0.43
C 0.9900 1.0350 0.8080 -0.04 0.58 0.67
N 0.3931 0.1682 0.1156 0.52 -0.33 -1.09
H 1.0676 -0.8170 -1.6086 0.01 -0.23 0.09
H 2.0911 -1.0331 -0.1291 0.05 0.10 -0.25
H 0.5651 -1.8726 -0.2231 -0.29 -0.22 -0.22
H 0.4341 1.7945 1.3446 -0.20 0.17 -0.36
H 2.0649 1.0536 0.9296 0.10 -0.47 0.06
```
Forces are in eV/Å.

## Properties
total charge = +1
highest occupied orbital energy = -16.67 eV
energy above the lowest of the compared OMol25 structures with the same formula, charge and spin = 15.0 kcal per mole

Here are the natural (NBO) charges for atoms 1 to 6, given in e: O -0.97; H 0.48; H 0.51; H 0.50; C -0.43; C 0.12



This record from OMol25 describes C19H25N3P2STl as an isolated structure. The level of theory is ωB97M-V/def2-TZVPD.

Structure (XYZ):
```
51
Properties=species:S:1:pos:R:3:forces:R:3
Tl 3.0267 0.4820 -0.2244 0.06 0.05 0.02
C 0.2880 4.7382 -0.2543 0.05 -0.15 0.07
P 0.7514 3.2171 0.6692 0.13 0.03 -0.16
C 0.8139 3.9233 2.3714 -0.02 -0.10 -0.22
C -0.8291 2.2830 0.7303 0.15 -0.28 0.13
C -2.0224 2.8351 0.2707 0.00 -0.01 0.04
C -3.2106 2.1262 0.3446 -0.09 0.05 -0.04
C -3.2255 0.8530 0.8852 -0.09 -0.07 0.02
C -2.0470 0.2834 1.3383 0.07 -0.06 -0.09
C -0.8372 0.9687 1.2540 0.00 0.25 -0.12
P 0.7054 0.1805 1.8834 -0.50 -0.17 0.25
C 0.4026 0.3233 3.6989 0.29 0.03 -0.12
C 0.3314 -1.6194 1.7392 0.13 0.22 0.00
H -0.0355 4.4901 -1.2658 0.01 0.03 0.01
H 1.1794 5.3617 -0.3258 -0.01 0.01 -0.01
H -0.4935 5.3049 0.2523 -0.01 0.04 -0.03
H -0.1558 4.3368 2.6465 0.00 0.04 0.06
H 1.5695 4.7090 2.3976 0.00 -0.01 0.01
H 1.0988 3.1525 3.0824 0.03 0.02 0.07
H -2.0383 3.8353 -0.1429 0.00 -0.05 0.03
H -4.1296 2.5762 -0.0086 0.01 0.00 -0.01
H -4.1551 0.3036 0.9594 0.01 0.00 0.00
H -2.0762 -0.7178 1.7514 -0.03 0.05 0.00
H -0.5903 -0.0632 3.9281 -0.01 -0.01 0.01
H 0.4675 1.3513 4.0463 0.02 0.01 -0.01
H 1.1542 -0.2708 4.2205 -0.03 0.02 0.06
H -0.4813 -1.9204 2.3992 0.01 -0.06 -0.02
H 1.2319 -2.1684 2.0196 -0.02 -0.03 -0.01
H 0.0799 -1.8613 0.7113 -0.04 -0.08 -0.10
C 2.5581 -5.1148 -0.2458 0.15 -0.12 0.10
N 1.5272 -4.2653 -0.8067 -0.10 0.37 -0.11
C 0.1885 -4.5777 -0.9304 -0.02 -0.13 -0.05
C -0.4292 -3.5234 -1.4779 -0.08 0.10 0.09
N 0.5343 -2.5305 -1.6804 0.18 -0.41 0.35
C 1.7613 -3.0073 -1.2624 -0.36 -0.07 -0.07
S 3.2712 -2.3025 -1.3441 0.36 0.15 0.08
C 0.2385 -1.2797 -2.2621 -0.05 0.40 -0.26
C -0.8020 -1.2142 -3.1871 0.08 -0.16 0.05
C -1.1268 0.0067 -3.7423 0.06 0.00 0.03
C -0.3688 1.1150 -3.4000 -0.02 0.06 -0.06
C 0.6606 0.9445 -2.4984 0.01 -0.02 0.05
N 0.9502 -0.2167 -1.9009 -0.20 -0.09 -0.05
H 2.2012 -6.1410 -0.2266 -0.04 0.02 -0.02
H 2.8079 -4.7942 0.7658 -0.02 0.01 -0.01
H 3.4556 -5.0443 -0.8545 -0.03 -0.03 -0.04
H -0.2119 -5.5304 -0.6318 0.04 0.01 0.04
H -1.4719 -3.3732 -1.6873 0.03 0.04 -0.02
H -1.3193 -2.1152 -3.4821 -0.03 0.03 -0.03
H -1.9390 0.0848 -4.4518 0.01 -0.01 -0.01
H -0.5600 2.0867 -3.8330 0.01 -0.01 0.02
H 1.3011 1.7787 -2.2378 -0.06 0.10 0.08
```
Forces are in eV/Å.

## Properties
total charge = +1
highest occupied orbital energy = -10.71 eV

Here are the natural (NBO) charges for atoms 1 to 6, given in e: Tl 0.73; C -0.94; P 0.79; C -0.92; C -0.36; C -0.21